(1)
ORCA calculation (ωB97M-V/def2-TZVPD) on C4H10N2O as an isolated structure in a non-equilibrium geometry.

The geometry in XYZ format:
```
17
C4H10N2O | OMol25 | ωB97M-V/def2-TZVPD
C 0.37 2.04 -0.28
C 0.52 0.53 -0.26
O 2.00 -1.00 0.66
N 1.18 0.11 0.98
H 2.70 -0.95 1.34
H 1.02 0.15 -1.15
H 0.43 2.48 0.72
H -0.58 2.39 -0.69
H 1.15 2.49 -0.90
C -0.82 -1.69 -0.49
C -0.81 -0.25 0.05
N -1.94 0.44 0.11
H -2.71 -0.16 0.44
H -0.02 -0.43 1.34
H -1.27 -2.34 0.26
H -1.40 -1.73 -1.41
H 0.18 -2.07 -0.71
```

Output
DFT total energy = -9333.2068 eV
LUMO energy (alpha / beta) = 0.146 / 0.146 eV

Charges per atom according to Mulliken partitioning, unit e: number 1, C, carries -1.401; number 2, C, carries 0.408; number 3, O, carries -0.382; number 4, N, carries -0.401; number 5, H, carries 0.339; number 6, H, carries 0.479; number 7, H, carries 0.355; number 8, H, carries 0.325; number 9, H, carries 0.331; number 10, C, carries -1.210; number 11, C, carries 0.286; number 12, N, carries -0.700; number 13, H, carries 0.225; number 14, H, carries 0.305; number 15, H, carries 0.349; number 16, H, carries 0.347; number 17, H, carries 0.346

(2)
ORCA calculation (ωB97M-V/def2-TZVPD) on one molecule with the formula C22H29N3O5S in a non-equilibrium geometry.

The geometry in XYZ format:
```
60
C22H29N3O5S | OMol25 | ωB97M-V/def2-TZVPD
C 4.06 1.63 -2.57
C 3.07 2.79 -2.69
O 1.72 2.38 -2.60
C 1.11 2.33 -1.38
C 1.76 2.37 -0.15
C 1.04 2.33 1.03
C -0.35 2.27 1.03
C -1.00 2.22 -0.21
C -0.28 2.24 -1.39
H -0.79 2.21 -2.34
H -2.07 2.16 -0.27
N -1.07 2.22 2.23
S -0.30 2.19 3.73
O -1.33 2.25 4.71
O 0.73 3.19 3.79
C 0.46 0.55 3.80
H -0.23 -0.08 4.35
H 1.40 0.65 4.33
H 0.61 0.17 2.80
C -2.50 2.38 2.23
H -2.79 2.51 3.28
C -3.32 1.21 1.67
O -4.50 1.34 1.44
N -2.59 0.08 1.49
C -3.00 -1.10 0.88
C -4.34 -1.50 0.90
C -4.71 -2.70 0.31
C -3.76 -3.51 -0.28
C -2.44 -3.11 -0.32
C -2.04 -1.90 0.23
C -0.63 -1.44 0.15
O -0.08 -0.79 1.04
N 0.02 -1.78 -0.98
H -0.47 -2.29 -1.69
C 1.40 -1.44 -1.23
C 1.59 -1.19 -2.72
H 1.20 -2.02 -3.31
H 1.08 -0.28 -3.02
H 2.65 -1.08 -2.95
C 2.34 -2.53 -0.68
C 2.13 -3.90 -1.31
H 2.34 -3.88 -2.37
H 2.80 -4.62 -0.84
H 1.11 -4.24 -1.15
H 2.16 -2.59 0.40
H 3.37 -2.20 -0.83
H 1.60 -0.51 -0.68
H -1.70 -3.76 -0.77
H -4.04 -4.46 -0.72
H -5.74 -3.01 0.34
H -5.07 -0.87 1.37
H -1.58 0.14 1.61
H -2.80 3.29 1.69
H 1.58 2.39 1.96
H 2.84 2.43 -0.09
H 3.16 3.24 -3.68
H 3.28 3.56 -1.94
H 5.07 2.01 -2.62
H 3.91 0.93 -3.39
H 3.92 1.10 -1.63
```

Output
DFT total energy = -48828.8063 eV
LUMO energy = 0.529 eV

Charges per atom according to Mulliken partitioning, unit e: number 1, C, carries -0.931; number 2, C, carries -0.542; number 3, O, carries -0.425; number 4, C, carries 0.330; number 5, C, carries -0.792; number 6, C, carries -0.846; number 7, C, carries 0.728; number 8, C, carries -0.255; number 9, C, carries -0.663; number 10, H, carries 0.448; number 11, H, carries 0.310; number 12, N, carries -0.039; number 13, S, carries 1.286; number 14, O, carries -0.733; number 15, O, carries -0.685; number 16, C, carries -0.494; number 17, H, carries 0.390; number 18, H, carries 0.396; number 19, H, carries -0.065; number 20, C, carries -0.872; number 21, H, carries 0.485; number 22, C, carries 0.541; number 23, O, carries -0.677; number 24, N, carries 0.233; number 25, C, carries -0.041; number 26, C, carries -0.442; number 27, C, carries -0.625; number 28, C, carries -0.876; number 29, C, carries -0.391; number 30, C, carries 0.415; number 31, C, carries 0.668; number 32, O, carries -0.708; number 33, N, carries 0.092; number 34, H, carries 0.451; number 35, C, carries 0.785; number 36, C, carries -1.595; number 37, H, carries 0.536; number 38, H, carries 0.375; number 39, H, carries 0.270; number 40, C, carries -0.704; number 41, C, carries -1.185; number 42, H, carries 0.300; number 43, H, carries 0.416; number 44, H, carries 0.192; number 45, H, carries 0.332; number 46, H, carries 0.489; number 47, H, carries -0.395; number 48, H, carries 0.416; number 49, H, carries 0.420; number 50, H, carries 0.403; number 51, H, carries 0.466; number 52, H, carries -0.193; number 53, H, carries 0.398; number 54, H, carries 0.399; number 55, H, carries 0.553; number 56, H, carries 0.392; number 57, H, carries 0.376; number 58, H, carries 0.428; number 59, H, carries 0.237; number 60, H, carries 0.218

(3)
ORCA calculation (ωB97M-V/def2-TZVPD) on one molecule with the formula C3H6N2S in a non-equilibrium geometry.

The geometry in XYZ format:
```
12
C3H6N2S | OMol25 | ωB97M-V/def2-TZVPD
C -1.06 -0.56 -0.06
C 0.23 -1.44 0.04
C 1.04 -0.16 -0.02
H -0.04 2.21 0.95
H 0.17 2.43 -0.69
H -1.59 -0.58 -1.05
H -1.70 -0.55 0.85
H 0.36 -2.06 0.95
H 0.43 -2.06 -0.81
N -0.36 1.96 0.02
N -0.10 0.59 -0.14
S 2.59 0.23 -0.03
```

Output
DFT total energy = -17022.0565 eV
LUMO energy = 0.855 eV

Charges per atom according to Mulliken partitioning, unit e: number 1, C, carries -0.414; number 2, C, carries -0.468; number 3, C, carries 0.169; number 4, H, carries 0.248; number 5, H, carries 0.248; number 6, H, carries 0.259; number 7, H, carries 0.251; number 8, H, carries 0.244; number 9, H, carries 0.257; number 10, N, carries -0.727; number 11, N, carries 0.319; number 12, S, carries -0.386